# 1
{
  "formula": "C11H18ClGdW",
  "method": "ωB97M-V/def2-TZVPD",
  "elements": ["Gd", "Cl", "C", "C", "H", "H", "H", "H", "H", "H", "W", "C", "C", "H", "H", "H", "H", "H", "C", "C", "C", "C", "C", "C", "C", "H", "H", "H", "H", "H", "H", "H"],
  "positions_angstrom": [[0.1262, -0.7424, -3.5242], [1.4725, 0.9355, -1.8027], [-1.1309, 0.0800, -5.3009], [2.0862, -0.7130, -4.7021], [-0.8483, -0.5285, -6.1836], [-2.2037, -0.1185, -5.1196], [-0.9813, 1.1309, -5.5760], [1.8980, -1.1974, -5.6757], [2.8829, -1.2945, -4.2081], [2.4305, 0.3009, -4.9030], [-0.1990, 0.3138, -0.3319], [-1.9616, 1.2153, -0.3415], [-0.5095, -1.5683, -0.1083], [-2.5585, 0.7905, -1.1593], [-2.5430, 1.1330, 0.5856], [-1.8249, 2.2716, -0.5869], [0.2733, -2.1670, 0.3690], [-1.4303, -2.1502, -0.2934], [0.7342, 1.1549, 1.3055], [0.4467, 0.5005, 2.6412], [-0.8380, 0.4963, 3.1831], [-1.0838, -0.0889, 4.4346], [-0.0275, -0.6717, 5.1554], [1.2675, -0.6632, 4.6155], [1.4952, -0.0984, 3.3599], [0.6453, 2.2402, 1.4010], [1.7713, 1.0064, 1.0197], [-1.6719, 0.9501, 2.6481], [-2.0963, -0.1233, 4.8531], [-0.2081, -1.1353, 6.1352], [2.0898, -1.1300, 5.1742], [2.4969, -0.1292, 2.9360]],
  "atomic_forces_ev_per_a": [[0.0, -0.1, 0.8], [1.3, 0.6, -1.2], [-0.4, -0.2, -0.5], [0.6, -0.7, -0.7], [0.0, 0.2, 0.3], [0.2, 0.3, -0.1], [-0.1, -0.1, 0.1], [0.0, 0.1, 0.2], [-0.2, 0.3, 0.0], [0.0, 0.1, 0.1], [0.0, -2.0, -0.1], [-2.3, 0.9, 0.1], [-0.1, -0.6, -0.5], [-0.2, 0.0, -0.1], [-0.1, 0.2, -0.1], [-0.1, 0.2, 0.1], [0.0, -0.1, 0.0], [0.3, 0.3, 0.1], [0.5, 0.2, 1.2], [0.5, 0.1, -0.2], [-0.2, -0.2, 0.8], [0.5, -0.2, 0.0], [0.0, 0.1, -0.1], [-0.4, -0.2, 0.1], [-0.4, -0.1, 0.3], [-0.3, 0.2, -0.1], [0.6, -0.1, 0.3], [0.3, -0.1, 0.0], [0.4, 0.1, -0.2], [0.1, 0.3, -0.5], [-0.4, 0.3, -0.3], [-0.2, 0.1, 0.0]],
  "spin_multiplicity": 10,
  "homo_ev": [-6.23, -7.71],
  "de_lowest_kj_mol": 0.0,
  "s_squared": 25.100,
  "orbital_gap_ev": [5.47, 6.49]
}

***

# 2
{
  "formula": "C2H2FI",
  "method": "ωB97M-V/def2-TZVPD",
  "elements": ["C", "C", "F", "I", "H", "H"],
  "positions_angstrom": [[-0.5567, -0.2703, -0.6872], [0.4025, 0.2398, 0.2260], [0.8655, 1.4822, 0.1266], [0.9043, -0.6558, 2.1213], [-0.7394, -1.3141, -0.3772], [-0.8762, 0.5181, -1.4095]],
  "atomic_forces_ev_per_a": [[3.9, 1.9, 3.8], [-3.0, -1.4, -1.7], [0.1, -0.1, 0.0], [-0.1, 0.4, -1.2], [-0.8, 0.7, -1.2], [-0.1, -1.6, 0.2]],
  "homo_ev": -9.33,
  "de_lowest_kj_mol": 35.1,
  "orbital_gap_ev": 9.45
}

***

# 3
{
  "formula": "C26H58N2O25S4",
  "method": "ωB97M-V/def2-TZVPD",
  "elements": ["C", "N", "C", "C", "C", "C", "O", "H", "H", "H", "H", "H", "H", "H", "H", "H", "H", "H", "H", "H", "H", "N", "O", "O", "O", "O", "S", "O", "O", "C", "C", "C", "H", "H", "H", "H", "H", "H", "H", "H", "O", "S", "O", "O", "C", "C", "C", "H", "H", "H", "H", "H", "H", "H", "H", "O", "S", "O", "O", "C", "C", "C", "H", "H", "H", "H", "H", "H", "H", "H", "O", "S", "O", "O", "C", "C", "C", "H", "H", "H", "H", "H", "H", "H", "H", "C", "C", "O", "C", "O", "O", "H", "H", "H", "H", "C", "C", "O", "C", "O", "O", "H", "H", "H", "H", "C", "C", "O", "C", "O", "O", "H", "H", "H", "H"],
  "positions_angstrom": [[-16.6553, 20.6140, 5.6709], [-17.4357, 21.2417, 4.6540], [-18.7454, 20.5586, 4.3916], [-17.8144, 22.5745, 5.2499], [-16.7691, 21.2499, 3.3224], [-15.2757, 21.8762, 3.1553], [-14.7777, 21.8197, 1.9108], [-15.8788, 21.1015, 6.0222], [-16.4434, 19.5048, 5.5173], [-17.2469, 20.7793, 6.6119], [-19.2502, 20.4429, 5.4360], [-18.5394, 19.4542, 4.0598], [-19.5994, 21.0482, 4.0158], [-18.6210, 23.0591, 4.6481], [-17.0453, 23.1553, 5.4363], [-18.1302, 22.5901, 6.2446], [-17.4025, 21.9730, 2.6490], [-16.6970, 20.2545, 2.9655], [-14.5622, 21.4963, 3.9066], [-15.2398, 22.8921, 3.6054], [-13.8097, 22.3265, 2.0385], [-18.0465, 18.0580, 1.2462], [-18.5686, 19.2272, 1.0389], [-17.5384, 17.8576, 2.4113], [-17.6298, 17.4214, 0.2905], [-13.5364, 16.0230, 4.2620], [-13.5956, 17.4257, 4.1015], [-14.3796, 18.1340, 5.1104], [-12.0122, 17.7727, 4.2998], [-11.4052, 17.3382, 5.4871], [-9.8725, 17.4633, 5.4884], [-14.1901, 17.8336, 2.5346], [-11.5112, 16.1556, 5.5474], [-11.7107, 17.8493, 6.3452], [-9.6130, 17.1140, 6.3752], [-9.5492, 18.5042, 5.4366], [-9.2724, 16.9199, 4.8034], [-14.2280, 19.0803, 2.5552], [-15.3080, 17.5242, 2.2370], [-13.4447, 17.4648, 1.8860], [-19.6880, 25.1595, -0.3690], [-20.2797, 25.1270, 0.9204], [-20.0395, 23.9945, 1.8696], [-19.6747, 26.4426, 1.7545], [-20.0555, 26.4721, 3.1704], [-19.3293, 27.6833, 3.6502], [-21.9613, 25.3778, 0.8746], [-19.7561, 25.5926, 3.6909], [-21.0188, 26.5829, 3.3035], [-19.4920, 28.4639, 2.8575], [-18.1563, 27.6675, 3.6300], [-19.6821, 28.1423, 4.6412], [-22.1092, 25.8716, 0.0144], [-22.5560, 25.6789, 1.8033], [-22.4331, 24.5881, 0.6516], [-21.0938, 20.4389, 7.8009], [-21.5964, 20.3141, 9.1811], [-20.5967, 20.1176, 10.2284], [-22.2005, 21.8733, 9.4395], [-21.4844, 22.9224, 8.8521], [-22.0116, 24.2688, 9.1962], [-22.8441, 19.1964, 9.3300], [-21.5823, 22.6776, 7.9250], [-20.4864, 22.8478, 8.9072], [-21.4454, 24.9430, 8.5301], [-21.5314, 24.6097, 10.1212], [-23.0930, 24.1758, 8.9466], [-22.6231, 18.3200, 9.2047], [-23.4373, 19.2595, 8.3784], [-23.4670, 19.4759, 10.2596], [-17.0597, 25.2342, 3.8619], [-16.1331, 25.7866, 2.7825], [-16.0080, 27.2849, 2.5612], [-14.6319, 25.3645, 3.2554], [-14.2854, 25.7906, 4.5666], [-12.8981, 25.3142, 4.8350], [-16.2696, 24.9963, 1.2189], [-14.9674, 25.4891, 5.3482], [-14.3131, 26.9011, 4.5925], [-12.6122, 25.5283, 5.9245], [-12.0083, 26.0009, 4.4323], [-12.5823, 24.3295, 4.4760], [-17.1259, 24.1488, 1.4728], [-15.4903, 24.6772, 0.8247], [-16.8407, 25.8132, 0.5354], [-16.2742, 20.7455, -0.8904], [-17.1097, 21.8959, -0.4271], [-17.8250, 22.4338, -1.4337], [-17.3371, 22.0059, -2.5316], [-17.7381, 22.4192, -3.6241], [-16.4592, 21.0709, -2.3779], [-16.6716, 19.7667, -0.7680], [-15.2816, 20.7611, -0.5995], [-16.4700, 22.7155, -0.0075], [-17.8009, 21.5838, 0.5510], [-22.7426, 21.7165, 4.7223], [-23.5484, 22.8922, 4.1368], [-22.7553, 24.0054, 4.3654], [-21.7100, 23.6752, 5.0486], [-20.8288, 24.4778, 5.4296], [-21.5621, 22.3446, 5.2345], [-22.4041, 20.9747, 3.8997], [-23.1626, 21.2062, 5.5450], [-24.4280, 23.0576, 4.4815], [-23.5399, 22.8640, 3.0229], [-17.5059, 15.7373, 5.4564], [-17.1813, 14.8808, 6.6520], [-16.6317, 15.7373, 7.6300], [-16.7577, 17.0258, 7.1481], [-16.4275, 17.9615, 7.8669], [-17.2871, 17.1539, 5.9779], [-18.5706, 15.5696, 5.3287], [-16.8220, 15.8585, 4.5469], [-16.2499, 14.2980, 6.2895], [-18.0679, 13.9689, 6.8645]],
  "atomic_forces_ev_per_a": [[-3.7, -5.0, 1.9], [-1.3, 1.9, -0.8], [-0.2, -4.6, 4.0], [-3.6, -0.8, -2.9], [1.5, 4.0, -2.3], [-1.5, 0.7, 5.6], [4.4, 1.8, -1.8], [4.6, 2.7, 0.2], [-0.3, 1.6, 0.0], [-0.1, -1.2, -0.8], [1.3, -0.1, -1.1], [-0.5, 2.3, 0.0], [0.1, 1.3, -2.0], [1.0, -0.2, 0.3], [4.4, 3.0, -0.6], [-1.4, -1.6, 1.6], [0.8, -1.9, 1.1], [-0.6, -1.1, -0.4], [-0.3, -1.3, -0.2], [-0.9, 0.2, -0.8], [-3.8, -2.1, -1.0], [3.2, 4.2, 0.1], [-0.6, -2.0, 0.6], [-1.2, -0.7, -0.2], [-1.0, -1.2, -0.1], [-0.8, -2.1, -0.5], [-0.8, -0.4, 4.3], [0.9, 0.1, -1.3], [-1.0, 2.1, -2.2], [2.2, -4.5, -0.8], [-1.6, 2.8, -3.2], [-1.8, 4.3, -0.6], [-0.6, 2.5, 0.3], [-1.2, 0.6, 1.2], [1.3, -1.5, 4.3], [0.0, 0.1, 0.0], [-0.1, -0.7, -1.2], [0.3, -3.3, -0.4], [2.3, 0.2, 1.3], [0.6, -0.2, -1.3], [-0.3, 0.1, -0.1], [3.1, -1.4, 5.1], [-0.5, 1.8, -2.3], [-1.5, -2.0, -1.3], [5.4, 0.1, -0.5], [2.0, 2.9, 0.3], [0.8, 4.2, 4.2], [0.4, -0.7, 0.0], [-5.2, 0.6, 0.2], [-0.2, -0.4, 0.8], [-2.3, -0.6, 0.4], [0.4, -1.0, -1.4], [-0.8, 3.1, -2.7], [1.6, 0.4, -1.2], [-2.8, -7.0, -1.5], [-1.1, -1.2, 1.5], [5.6, 4.5, -0.7], [-1.9, -0.3, -1.3], [-1.6, -3.7, 2.4], [-1.3, 0.8, 2.3], [0.9, -0.1, -0.8], [-6.4, 9.4, 0.8], [-1.0, -0.3, -6.4], [3.9, -0.4, 1.5], [-0.8, -0.1, -0.5], [-1.5, -0.2, 0.6], [0.6, 1.2, 1.0], [3.6, -9.6, -0.1], [-0.1, 0.9, 0.9], [1.0, -0.8, -1.5], [2.4, 1.6, -3.7], [0.0, 3.4, 3.2], [-1.1, -4.2, 0.7], [-1.2, -0.8, -1.0], [0.7, 1.6, 0.2], [4.0, 2.2, 1.1], [-11.8, 2.6, 3.0], [-0.5, -0.7, -0.2], [0.1, -0.5, -0.1], [-0.8, -1.1, -1.1], [-2.2, -1.1, -0.1], [-0.6, -0.1, 0.5], [2.4, 2.0, -1.0], [7.3, -2.9, -3.3], [1.4, -2.0, 1.6], [-2.6, 0.9, -3.1], [0.0, 0.1, 7.4], [-2.2, 1.2, 1.3], [-1.7, 0.9, -5.9], [1.1, -0.8, 1.9], [2.6, -2.1, 1.1], [-0.6, -0.7, 0.3], [2.0, 0.4, 0.2], [-0.2, -0.8, -0.4], [1.4, 0.6, -2.8], [1.2, -0.9, -2.1], [5.1, -2.1, -4.4], [-0.2, 1.6, 0.6], [5.6, 2.2, 1.9], [-2.8, -2.3, -0.9], [-0.7, 0.9, -0.3], [-0.7, 1.1, 1.4], [-0.9, -0.6, 0.7], [-5.8, 0.7, 2.4], [-0.6, -0.6, 0.7], [0.0, 2.6, -0.6], [2.2, -4.4, -1.7], [-1.4, 0.6, -0.6], [1.2, 2.2, 4.2], [-0.4, -1.4, -1.5], [-1.1, -2.0, -1.0], [0.0, 0.7, -1.2], [-1.3, -1.4, 1.1], [-1.6, 0.1, 0.8], [2.4, 3.3, 0.2]],
  "homo_ev": -8.26,
  "de_lowest_kj_mol": 160.3,
  "orbital_gap_ev": 8.07
}

***

# 4
{
  "formula": "C2H11F5HfO4",
  "method": "ωB97M-V/def2-TZVPD",
  "elements": ["Hf", "F", "F", "F", "F", "F", "C", "C", "O", "H", "H", "H", "H", "H", "O", "H", "H", "O", "H", "H", "O", "H", "H"],
  "positions_angstrom": [[28.3505, 22.1606, -24.3176], [28.3774, 20.3244, -25.5171], [27.3909, 23.0623, -22.5388], [29.3244, 20.7884, -22.8738], [28.9718, 22.9661, -26.2784], [29.9259, 23.4628, -23.4031], [23.8746, 22.4392, -25.3998], [25.2292, 21.9271, -25.9102], [26.3139, 22.4905, -25.3374], [23.4048, 21.7190, -24.7202], [23.1715, 22.5843, -26.2316], [23.9636, 23.3870, -24.8674], [25.3010, 22.0259, -27.0187], [25.2506, 20.8121, -25.8131], [30.9092, 21.5770, -25.0517], [31.6791, 22.1334, -24.9322], [31.0895, 20.9772, -25.7774], [27.9388, 24.7170, -24.5625], [27.6103, 25.2296, -23.8225], [28.2104, 25.3220, -25.2523], [26.7030, 20.5306, -23.2152], [25.8640, 20.2347, -23.5715], [26.8154, 20.1324, -22.3520]],
  "atomic_forces_ev_per_a": [[1.0, 0.3, 0.2], [0.0, 1.3, 0.9], [0.3, -0.6, -1.3], [-1.0, 0.9, -1.0], [-0.4, -0.3, 1.4], [-0.7, -1.0, -1.0], [-0.5, -0.1, -0.1], [1.3, -0.8, -0.4], [0.8, 0.2, 1.2], [0.0, 0.1, 0.1], [0.0, 0.0, 0.0], [0.3, 0.0, -0.1], [-0.4, 0.3, 0.0], [-0.3, 0.0, 0.2], [0.3, -0.5, 0.2], [-0.2, 0.3, 0.1], [-0.3, 0.0, -0.2], [-0.5, 0.3, -0.1], [0.1, -0.3, 0.3], [0.2, -0.3, -0.2], [-0.3, -0.2, -0.2], [0.0, 0.1, -0.2], [0.4, 0.2, 0.1]],
  "charge": -2,
  "homo_ev": -1.00,
  "orbital_gap_ev": 6.93
}

***

# 5
{
  "formula": "C4H9N2",
  "method": "ωB97M-V/def2-TZVPD",
  "elements": ["C", "C", "C", "C", "N", "N", "H", "H", "H", "H", "H", "H", "H", "H", "H"],
  "positions_angstrom": [[-1.6175, 0.1230, 0.8858], [0.8773, -0.2284, -0.4995], [-0.3824, -0.3533, 0.2822], [2.0955, 0.5322, 0.0930], [0.3491, -1.4519, 0.2247], [-1.8691, 0.0575, -0.5179], [-2.1473, -0.4866, 1.5999], [-1.7556, 1.0739, 1.2537], [0.8146, -0.1970, -1.5148], [1.8836, 1.5175, 0.3890], [2.8525, 0.4561, -0.6599], [2.3915, -0.0421, 0.8575], [0.2746, -2.3899, -0.1164], [-2.5565, -0.6593, -1.0334], [-2.2597, 0.8923, -1.0254]],
  "atomic_forces_ev_per_a": [[0.1, -1.3, 0.7], [0.5, 0.9, 4.3], [0.4, 0.0, -0.3], [-1.9, -1.1, -3.3], [0.7, 1.3, -0.7], [-4.4, -1.5, -4.9], [-0.1, -0.9, -0.3], [0.6, 2.4, 0.6], [-0.7, -0.2, -2.8], [-0.3, 1.3, 0.2], [0.6, 0.5, -0.3], [1.3, -1.8, 3.2], [-0.4, -0.4, -0.1], [2.2, 1.0, 2.4], [1.5, -0.2, 1.1]],
  "charge": 1,
  "homo_ev": -15.20,
  "de_lowest_kj_mol": 428.3,
  "orbital_gap_ev": 11.74
}

***

# 6
{
  "formula": "C8H6AuF3N2O7S",
  "method": "ωB97M-V/def2-TZVPD",
  "elements": ["Au", "O", "S", "O", "O", "O", "N", "C", "O", "C", "C", "C", "N", "C", "C", "H", "H", "H", "H", "H", "H", "F", "C", "F", "F", "C", "O", "O"],
  "positions_angstrom": [[1.9116, 2.0649, 0.3594], [0.0955, 1.5837, -2.8677], [0.9709, 2.6418, -2.3291], [1.3892, 3.5851, -3.3681], [0.3119, 3.3391, -1.1889], [2.2307, 1.9741, -1.7354], [-2.4657, -2.6571, -2.9122], [-1.5696, -2.9905, -1.9263], [-1.2641, -4.1538, -1.7341], [-1.0293, -1.8547, -1.1104], [-1.4534, -0.5499, -1.2494], [-0.8865, 0.4402, -0.4558], [0.0421, 0.1866, 0.4577], [0.4676, -1.0785, 0.5816], [-0.0392, -2.1235, -0.1686], [-2.6666, -3.3862, -3.5726], [-2.4804, -1.7098, -3.2464], [-2.2088, -0.2446, -1.9618], [-1.1531, 1.4838, -0.5774], [1.2387, -1.2424, 1.3285], [0.3109, -3.1386, -0.0390], [0.4309, -0.0590, 4.8845], [0.7912, 1.1441, 4.4042], [1.3619, 1.8111, 5.4440], [-0.3420, 1.7964, 4.1091], [1.7838, 1.0407, 3.2062], [2.4378, 0.0055, 3.1567], [1.7841, 2.0916, 2.5114]],
  "atomic_forces_ev_per_a": [[0.9, -0.1, 0.4], [0.0, -0.1, 0.0], [-0.3, 0.4, -0.3], [0.1, -0.1, 0.0], [-0.2, 0.0, -0.3], [-0.2, 0.1, 0.3], [0.1, 0.1, 0.1], [0.0, 0.1, -0.1], [0.0, -0.1, 0.1], [0.0, -0.2, 0.0], [-0.2, 0.2, -0.1], [0.1, 0.1, 0.1], [-0.2, -0.5, 0.1], [-0.1, 0.0, 0.0], [0.1, 0.0, 0.0], [0.0, 0.0, 0.0], [0.0, 0.0, -0.1], [0.1, 0.0, 0.0], [0.0, 0.0, -0.1], [0.0, 0.0, 0.0], [0.0, 0.0, 0.0], [0.0, -0.1, 0.1], [0.0, 0.1, 0.0], [0.0, 0.0, 0.0], [-0.1, 0.0, 0.0], [0.2, 0.0, 0.0], [-0.1, 0.1, -0.2], [-0.1, -0.1, -0.2]],
  "charge": -2,
  "homo_ev": -1.32,
  "de_lowest_kj_mol": 13.9,
  "orbital_gap_ev": 6.13
}